(1)
C18H8BrCl5N2O4SV | wB97M-V/def2-TZVPD

CARTESIAN COORDINATES (ANGSTROEM)
V -0.737 -1.158 0.296
O 2.702 -1.821 -4.752
C 2.027 -1.532 -3.629
C 2.164 -0.328 -2.940
C 1.422 -0.140 -1.797
N 0.580 -1.062 -1.317
C 0.474 -2.195 -2.000
Br -0.746 -3.420 -1.222
C 1.156 -2.507 -3.149
H 3.270 -1.085 -5.013
H 2.830 0.450 -3.286
H 1.490 0.780 -1.231
H 1.021 -3.450 -3.656
Cl 2.877 -2.642 0.840
C 1.766 -2.381 2.176
C 0.517 -1.859 1.894
C -0.289 -1.710 3.002
Cl -1.949 -1.108 2.648
C 0.040 -2.009 4.316
Cl -1.070 -1.770 5.603
C 1.316 -2.524 4.539
Cl 1.800 -2.932 6.137
C 2.186 -2.717 3.461
Cl 3.751 -3.375 3.748
O -3.163 3.340 -3.064
S -3.554 2.858 -1.770
O -4.749 3.373 -1.168
N -3.547 1.223 -1.741
C -2.612 0.764 -0.961
O -2.357 -0.468 -0.770
C -1.781 1.817 -0.268
C -0.730 1.689 0.622
C -0.107 2.832 1.111
C -0.547 4.091 0.711
C -1.609 4.230 -0.176
C -2.201 3.074 -0.644
H -0.339 0.745 1.016
H 0.711 2.744 1.813
H -0.058 4.973 1.103
H -1.954 5.208 -0.483

Cartesian forces (eV/Å) of the 3 atoms listed first:
V -0.736 0.169 0.167
O 0.032 0.086 0.007
C 0.107 -0.103 -0.180

Calculated values
* <S²>: 3.7606
* orbital gap (alpha / beta): 8.19 / 8.85 eV
* spin multiplicity: 4
* LUMO level (alpha / beta): -0.30 / -0.46 eV
* HOMO energy (alpha / beta): -8.50 / -9.31 eV
* relative energy (zero: lowest compared OMol25 entry of this formula, charge and spin): 33.13 kcal/mol

---

(2)
C23H52B2MgO12S4 | wB97M-V/def2-TZVPD

CARTESIAN COORDINATES (ANGSTROEM)
Mg 5.041 -0.954 -3.423
B 5.508 -0.892 -5.681
H 6.087 -0.098 -6.299
H 5.203 -1.747 -6.392
H 6.107 -1.211 -4.775
H 4.519 -0.436 -5.362
B 3.486 -2.290 -3.701
H 3.570 -2.661 -2.604
H 4.474 -2.475 -4.210
H 2.711 -2.923 -4.280
H 3.179 -1.203 -3.755
C 0.802 -0.384 -7.641
C 0.790 -1.585 -6.700
C 0.090 -1.414 -5.346
O -0.657 -2.598 -5.206
C -0.786 -3.218 -6.414
O -1.469 -4.152 -6.642
O -0.002 -2.589 -7.326
H 1.256 0.504 -7.200
H -0.225 -0.163 -7.935
H 1.366 -0.645 -8.535
H 1.806 -1.904 -6.458
H -0.439 -0.456 -5.311
H 0.882 -1.338 -4.597
C 0.827 -4.354 -2.992
C 1.751 -5.010 -1.984
O 1.450 -5.131 -0.826
C 3.044 -5.612 -2.546
H 1.058 -4.695 -3.999
H 0.811 -3.289 -2.789
H -0.173 -4.776 -2.856
H 2.851 -6.631 -2.896
H 3.755 -5.799 -1.738
H 3.513 -5.001 -3.308
C 8.543 -5.060 -3.892
C 7.463 -4.862 -4.944
C 6.174 -4.750 -4.112
S 6.632 -3.771 -2.659
O 6.282 -4.523 -1.474
O 6.287 -2.343 -2.741
C 8.421 -3.893 -2.901
H 9.516 -5.148 -4.374
H 8.383 -5.955 -3.283
H 7.371 -5.620 -5.716
H 7.660 -3.895 -5.419
H 5.945 -5.779 -3.820
H 5.230 -4.418 -4.542
H 8.988 -4.084 -1.997
H 8.670 -2.978 -3.442
C 6.577 -2.070 0.875
C 5.334 -2.846 1.336
C 4.169 -2.364 0.478
S 4.484 -0.658 0.019
O 3.603 0.242 0.742
O 4.576 -0.683 -1.436
C 6.175 -0.607 0.708
H 6.946 -2.405 -0.096
H 7.439 -2.161 1.537
H 5.143 -2.655 2.392
H 5.489 -3.915 1.209
H 3.231 -2.447 1.024
H 4.076 -2.907 -0.463
H 5.928 -0.188 1.687
H 6.845 0.003 0.112
C 5.353 -4.905 -8.003
C 3.949 -5.407 -7.535
C 2.878 -4.332 -7.755
S 3.610 -3.129 -8.963
O 3.869 -1.910 -8.238
O 2.873 -3.120 -10.211
C 5.205 -4.026 -9.221
H 5.864 -5.853 -8.170
H 5.809 -4.370 -7.171
H 4.007 -5.787 -6.515
H 3.683 -6.270 -8.147
H 2.437 -3.865 -6.880
H 2.050 -4.820 -8.269
H 5.966 -3.343 -9.588
H 4.996 -4.650 -10.096
C 0.828 1.802 -3.304
C 1.567 1.450 -1.990
C 2.761 2.317 -1.832
S 3.557 2.182 -3.450
O 4.192 0.870 -3.517
O 4.290 3.375 -3.776
C 1.946 2.114 -4.323
H 0.180 2.663 -3.133
H 0.130 1.055 -3.678
H 1.957 0.424 -2.045
H 0.914 1.332 -1.124
H 3.431 2.006 -1.030
H 2.612 3.374 -1.591
H 2.014 1.386 -5.137
H 1.731 3.006 -4.914

Cartesian forces (eV/Å) of the 3 atoms listed first:
Mg -0.194 1.160 0.138
B 0.163 0.697 -1.967
H 0.874 0.966 -0.489

Calculated values
* orbital gap: 8.58 eV
* spin multiplicity: 1
* LUMO level: -0.01 eV
* HOMO energy: -8.59 eV
* relative energy (zero: lowest compared OMol25 entry of this formula, charge and spin): 51.22 kcal/mol

---

(3)
C14H15N4RhS | wB97M-V/def2-TZVPD

CARTESIAN COORDINATES (ANGSTROEM)
Rh 0.529 -1.280 -0.357
C 4.260 0.114 -0.250
C 4.267 1.500 -0.179
C 3.077 2.189 -0.105
C 1.849 1.526 -0.100
N 1.882 0.181 -0.188
C 3.036 -0.499 -0.256
C -0.569 1.688 -0.323
C -1.880 2.316 -0.398
C -3.085 1.720 -0.490
C -3.501 0.344 -0.440
C -2.763 -0.791 -0.393
C -1.378 -0.647 -0.460
H 5.167 -0.470 -0.303
H 5.206 2.039 -0.186
H 3.088 3.267 -0.073
H 2.950 -1.589 -0.322
H -1.898 3.395 -0.389
H -3.912 2.418 -0.553
H -4.577 0.205 -0.405
H -3.224 -1.761 -0.308
C 0.660 3.752 0.311
C 0.596 2.281 -0.049
N -0.614 0.316 -0.595
H 1.458 3.952 1.021
H -0.257 4.085 0.788
H 0.827 4.378 -0.568
N -2.243 -4.239 -0.119
C -1.096 -4.131 0.532
N -0.996 -4.525 1.783
S 0.312 -3.559 -0.340
H -3.052 -4.683 0.291
H -2.257 -4.058 -1.111
H -1.753 -4.980 2.274
H -0.110 -4.453 2.259

Cartesian forces (eV/Å) of the 3 atoms listed first:
Rh -0.102 0.371 0.018
C 0.099 -0.094 -0.029
C 0.144 0.075 0.000

Calculated values
* charge: +2
* orbital gap: 6.60 eV
* spin multiplicity: 1
* LUMO level: -7.88 eV
* HOMO energy: -14.48 eV

---

(4)
C10H14N | wB97M-V/def2-TZVPD

CARTESIAN COORDINATES (ANGSTROEM)
C 1.304 -2.085 0.804
C 2.335 -1.077 0.744
C 0.008 -1.801 0.659
C 2.071 0.210 0.521
C 0.520 1.244 -1.104
C -0.438 0.636 -1.772
C -0.499 -0.434 0.366
C 0.697 0.761 0.303
C 0.388 1.870 1.306
C -2.590 -0.203 -0.996
N -1.128 -0.404 -1.012
H 1.609 -3.101 0.996
H 3.350 -1.399 0.901
H -0.745 -2.571 0.740
H 2.866 0.938 0.495
H 1.136 2.033 -1.494
H -0.773 0.809 -2.777
H -1.250 -0.114 1.089
H -0.651 2.189 1.231
H 1.020 2.736 1.112
H 0.581 1.524 2.319
H -3.063 -0.925 -0.330
H -2.812 0.808 -0.653
H -2.998 -0.331 -1.999
H -0.938 -1.313 -1.452

Cartesian forces (eV/Å) of the 3 atoms listed first:
C -0.629 -0.062 -0.030
C 0.291 0.599 -0.074
C -0.016 -0.137 -0.074

Calculated values
* charge: +1
* orbital gap: 9.35 eV
* spin multiplicity: 1
* LUMO level: -3.30 eV
* HOMO energy: -12.65 eV
* structure (SMILES): C[N@H+]1C=C[C@]2(C)C=CC=C[C@H]12
* relative energy (zero: lowest compared OMol25 entry of this formula, charge and spin): 4.83 kcal/mol

---

(5)
C18H73BN2O27S | wB97M-V/def2-TZVPD

CARTESIAN COORDINATES (ANGSTROEM)
C 1.685 3.992 4.973
C 0.988 2.739 4.308
C 1.920 1.977 3.275
C 1.202 0.689 2.650
C -0.151 1.174 1.982
C -0.426 0.603 0.557
C 0.309 0.990 -0.651
C 1.432 2.054 -0.460
O 2.373 2.163 -1.522
C 3.052 0.938 -1.819
C 3.519 0.085 -0.582
O 2.682 -1.082 -0.533
C 3.100 -2.005 0.488
C 3.897 -3.197 -0.184
O 3.080 -4.272 -0.652
C 2.601 -4.059 -1.984
C 3.712 -4.171 -3.099
C -0.108 0.370 -1.945
C -1.181 -0.608 -2.098
B -1.434 -1.171 -3.569
O -2.333 -2.251 -3.819
O -0.705 -0.580 -4.645
C -1.989 -1.027 -0.905
N -3.072 -1.907 -0.852
S -3.449 -1.852 0.765
N -2.374 -0.818 1.475
C -1.557 -0.389 0.411
H 2.796 3.879 5.092
H 1.454 4.945 4.416
H 1.267 4.138 6.006
H 0.028 3.091 3.861
H 0.727 1.996 5.114
H 2.898 1.728 3.765
H 2.072 2.693 2.409
H 1.042 -0.058 3.475
H 1.881 0.315 1.837
H -0.243 2.300 1.921
H -1.017 0.853 2.633
H 1.903 1.936 0.560
H 0.899 3.067 -0.405
H 3.990 1.225 -2.382
H 2.491 0.261 -2.533
H 4.567 -0.282 -0.820
H 3.590 0.645 0.388
H 3.629 -1.515 1.366
H 2.149 -2.457 0.912
H 4.566 -3.639 0.633
H 4.612 -2.790 -0.953
H 1.874 -4.903 -2.189
H 1.977 -3.118 -2.084
H 3.263 -4.212 -4.135
H 4.388 -5.055 -2.980
H 4.351 -3.241 -3.088
H 0.454 0.670 -2.868
H -1.884 -3.050 -3.476
H 0.166 -1.026 -4.643
O -2.634 2.392 -3.161
H -2.506 1.526 -3.563
H -2.315 3.010 -3.833
O -4.300 -3.302 -5.789
H -5.016 -3.484 -5.167
H -3.695 -2.735 -5.291
O -0.190 5.152 0.680
H -0.956 4.971 0.122
H 0.479 5.469 0.061
O -0.781 4.638 -4.753
H 0.140 4.780 -4.994
H -1.277 4.908 -5.542
O 0.843 -2.515 -6.365
H 0.531 -1.816 -6.953
H 0.703 -3.324 -6.870
O 4.428 -4.842 2.857
H 4.044 -5.358 2.136
H 3.804 -4.955 3.584
O -1.732 4.375 4.954
H -1.739 5.335 4.831
H -1.889 4.027 4.066
O -3.908 -2.346 4.633
H -3.795 -3.221 4.246
H -3.599 -1.745 3.947
O -3.205 3.582 2.187
H -3.517 4.279 1.597
H -3.358 2.769 1.691
O -1.161 -1.531 4.243
H -0.243 -1.403 3.979
H -1.666 -1.269 3.462
O -2.956 1.284 -6.327
H -3.627 1.651 -5.741
H -2.834 0.385 -6.005
O 6.988 -2.919 0.204
H 7.456 -2.186 0.620
H 6.725 -3.477 0.945
O -2.259 -5.344 -0.046
H -2.268 -4.386 -0.165
H -2.399 -5.692 -0.934
O -2.273 5.149 -7.102
H -2.582 5.843 -7.695
H -2.404 4.334 -7.604
O -0.236 6.148 7.102
H -0.614 5.634 6.378
H -0.864 6.026 7.828
O -5.331 -2.612 -3.033
H -5.523 -2.329 -2.132
H -4.382 -2.455 -3.130
O -1.324 5.336 9.629
H -0.968 5.963 10.269
H -1.853 4.731 10.161
O -5.188 -0.463 -6.251
H -5.855 -0.091 -5.662
H -5.072 -1.370 -5.925
O 5.519 -7.953 2.886
H 5.521 -6.996 2.759
H 5.357 -8.307 2.004
O -3.419 6.693 4.004
H -3.896 5.922 4.338
H -3.951 7.442 4.297
O 5.571 -1.355 2.401
H 5.520 -0.641 3.048
H 5.270 -2.134 2.888
O -6.753 -5.308 -2.414
H -6.966 -6.014 -3.033
H -6.282 -4.657 -2.950

Cartesian forces (eV/Å) of the 3 atoms listed first:
C -0.477 0.037 0.336
C 0.813 -0.300 0.435
C -1.238 0.430 -0.310

Calculated values
* orbital gap: 7.49 eV
* spin multiplicity: 1
* LUMO level: -1.68 eV
* HOMO energy: -9.17 eV

---

(6)
C17H36MnNO2P3 | wB97M-V/def2-TZVPD

CARTESIAN COORDINATES (ANGSTROEM)
P 3.643 -0.429 1.063
C 4.598 -0.765 2.578
H 5.678 -0.805 2.379
H 4.270 -1.713 3.033
H 4.400 0.044 3.298
C 3.669 -1.973 0.084
H 3.225 -1.780 -0.904
H 3.074 -2.745 0.594
H 4.701 -2.332 -0.042
C 4.680 0.643 0.012
H 5.723 0.296 -0.008
H 4.647 1.672 0.398
H 4.277 0.643 -1.014
P -0.786 3.375 -0.030
C -0.873 4.037 1.670
H -1.490 4.941 1.727
H 0.144 4.239 2.032
H -1.311 3.244 2.297
C 0.043 4.650 -1.051
H 0.130 4.251 -2.073
H 1.055 4.816 -0.659
H -0.514 5.593 -1.070
C -2.534 3.529 -0.598
H -2.900 4.559 -0.528
H -3.158 2.868 0.018
H -2.602 3.181 -1.639
P -2.842 -2.290 0.733
C -3.483 -2.333 2.397
H -4.353 -3.000 2.444
H -3.791 -1.324 2.703
H -2.726 -2.704 3.102
C -4.074 -2.237 -0.570
H -4.775 -3.077 -0.466
H -3.584 -2.287 -1.556
H -4.627 -1.287 -0.499
C -1.579 -3.515 0.402
H -2.002 -4.520 0.545
H -0.743 -3.337 1.106
H -1.205 -3.424 -0.629
Mn -0.740 -0.027 -1.310
C 1.440 0.717 1.072
O 1.131 1.486 1.885
C -1.900 -0.654 0.353
O -1.912 0.183 1.274
C -1.565 -0.209 -3.222
C -0.932 -1.424 -2.813
C 0.455 -1.378 -2.401
C 1.237 -0.234 -2.723
C 0.609 0.962 -3.056
C -0.813 1.014 -3.162
H -2.631 -0.196 -3.477
H -1.472 -2.371 -2.779
H 0.920 -2.274 -1.963
H 2.327 -0.298 -2.637
H 1.187 1.885 -3.166
H -1.317 1.985 -3.288
N 0.350 -2.130 2.361
H -0.267 -1.643 3.010
H 0.879 -1.421 1.852
H 1.009 -2.677 2.912

Cartesian forces (eV/Å) of the 3 atoms listed first:
P 3.342 -1.243 -0.736
C -1.009 0.264 0.847
H -0.235 0.082 -0.346

Calculated values
* <S²>: 4.1724
* charge: +4
* orbital gap (alpha / beta): 7.39 / 5.31 eV
* spin multiplicity: 4
* LUMO level (alpha / beta): -13.28 / -15.40 eV
* HOMO energy (alpha / beta): -20.66 / -20.71 eV

---

Number 1: calculated total energy -7318.388235 hartree. Number 2: calculated total energy -3652.875905 hartree. Number 3: calculated total energy -1269.622587 hartree. Number 4: calculated total energy -443.908167 hartree. Number 5: calculated total energy -3293.612952 hartree. Number 6: calculated total energy -3047.916452 hartree.